C64H63CsFN3O2P2S2 | ωB97M-V/def2-TZVPD

CARTESIAN COORDINATES (ANGSTROEM)
Cs  -0.525  0.404  0.972
C  -0.654  6.319  -3.084
C  -0.648  5.898  -1.609
C  0.386  4.799  -1.354
C  -2.073  5.611  -1.173
C  -2.779  6.697  -0.677
C  -4.093  6.592  -0.264
C  -4.685  5.341  -0.272
C  -4.029  4.228  -0.763
C  -4.713  2.885  -0.622
C  -5.045  2.202  -1.949
C  -3.850  1.976  0.254
C  -2.721  4.357  -1.302
N  -2.069  3.280  -1.821
C  -1.942  3.060  -3.112
C  -2.628  3.791  -4.131
C  -2.516  3.487  -5.464
C  -1.710  2.441  -5.901
C  -1.007  1.710  -4.948
C  -1.120  2.018  -3.620
F  -0.369  1.263  -2.735
H  0.341  6.625  -3.407
H  -1.339  7.154  -3.224
H  -0.989  5.498  -3.713
H  -0.321  6.769  -1.020
H  0.228  3.937  -1.991
H  0.358  4.466  -0.318
H  1.385  5.194  -1.552
H  -2.296  7.667  -0.635
H  -4.639  7.466  0.069
H  -5.697  5.241  0.106
H  -5.670  3.063  -0.108
H  -4.151  2.032  -2.539
H  -5.732  2.815  -2.532
H  -5.519  1.239  -1.755
H  -2.903  1.809  -0.256
H  -4.347  1.021  0.426
H  -3.659  2.455  1.214
H  -3.273  4.600  -3.811
H  -3.066  4.074  -6.192
H  -1.635  2.191  -6.950
H  -0.356  0.893  -5.235
C  -1.758  5.124  3.236
C  -1.411  5.102  4.579
C  -0.682  4.037  5.065
C  -0.297  2.998  4.201
N  -0.615  3.057  2.903
C  -1.321  4.072  2.445
C  0.427  1.812  4.664
C  0.755  1.661  6.019
C  1.350  0.508  6.481
C  1.641  -0.517  5.592
C  1.369  -0.333  4.249
C  0.762  0.809  3.729
H  -2.349  5.929  2.825
H  -1.712  5.913  5.232
H  -0.425  4.018  6.112
H  -1.554  4.047  1.387
H  0.538  2.429  6.750
H  1.586  0.402  7.537
H  2.077  -1.442  5.956
H  1.654  -1.133  3.559
C  4.810  -6.469  -0.193
S  4.784  -6.020  -1.952
C  5.555  -4.361  -1.919
C  4.551  -3.215  -1.966
C  3.638  -3.221  -0.739
N  2.778  -2.057  -0.598
P  2.428  -1.384  0.992
C  3.711  -0.079  1.094
C  4.973  -0.171  0.515
C  5.846  0.900  0.579
C  5.476  2.069  1.229
C  4.228  2.161  1.823
C  3.349  1.097  1.746
C  3.167  -2.659  2.064
C  2.528  -3.907  2.078
C  3.005  -4.934  2.865
C  4.107  -4.728  3.687
C  4.713  -3.478  3.720
C  4.248  -2.451  2.925
P  1.328  -1.823  -1.518
C  0.619  -3.517  -1.534
C  1.102  -4.600  -2.263
C  0.533  -5.853  -2.112
C  -0.515  -6.044  -1.224
C  -0.998  -4.974  -0.490
C  -0.436  -3.721  -0.647
C  1.998  -1.686  -3.216
C  3.077  -0.825  -3.410
C  3.579  -0.591  -4.675
C  2.984  -1.186  -5.777
C  1.883  -2.010  -5.601
C  1.385  -2.250  -4.332
H  4.436  -7.487  -0.132
H  4.172  -5.805  0.382
H  5.833  -6.430  0.174
H  6.199  -4.331  -2.799
H  6.176  -4.321  -1.024
H  3.957  -3.300  -2.875
H  5.107  -2.276  -2.017
H  4.281  -3.261  0.148
H  3.042  -4.142  -0.768
H  5.278  -1.080  0.015
H  6.824  0.830  0.119
H  6.163  2.904  1.273
H  3.928  3.065  2.338
H  2.374  1.168  2.217
H  1.657  -4.057  1.452
H  2.522  -5.904  2.845
H  4.477  -5.531  4.311
H  5.565  -3.314  4.368
H  4.719  -1.480  2.966
H  1.913  -4.472  -2.965
H  0.914  -6.686  -2.688
H  -0.957  -7.025  -1.112
H  -1.811  -5.104  0.212
H  -0.832  -2.888  -0.079
H  3.518  -0.347  -2.545
H  4.433  0.061  -4.808
H  3.363  -0.991  -6.771
H  1.410  -2.467  -6.461
H  0.515  -2.879  -4.209
O  -9.007  -3.795  1.618
C  -8.140  -3.593  2.670
O  -8.543  -3.851  3.788
C  -6.814  -3.104  2.356
C  -5.907  -2.929  3.422
C  -4.620  -2.533  3.214
C  -4.141  -2.291  1.907
S  -2.517  -1.945  1.612
C  -5.060  -2.417  0.844
C  -6.349  -2.818  1.055
H  -8.579  -3.542  0.794
H  -6.266  -3.148  4.417
H  -3.931  -2.424  4.039
H  -4.704  -2.211  -0.158
H  -6.994  -2.929  0.185

The value obtained for the HOMO energy is -1.821 eV. Its total charge is -2. The value obtained for the relative energy (zero: lowest compared OMol25 entry of this formula, charge and spin) is 1.208 eV.

Löwdin population analysis, charges in e, atoms 1 to 5:
1. Cs 0.69
2. C -0.06
3. C -0.36
4. C -0.06
5. C -0.15